Below is a 8-piece molecular cluster, C43H108NO30P7 overall in a non-equilibrium geometry, with properties calculated with ωB97M-V with the def2-TZVPD basis set.

Geometry as XYZ:
```
189
Properties=species:S:1:pos:R:3
C 0.91835 -3.38392 5.24848
C 2.47164 -3.68408 5.05600
O 2.64059 -3.98570 3.70499
P 3.75729 -5.02649 3.27488
O 3.39262 -6.47549 3.43934
O 5.04485 -4.36406 4.04242
C 5.62325 -5.01388 5.13198
C 6.38156 -6.27200 4.71116
O 3.99944 -4.62376 1.73633
C 4.94481 -5.38907 0.96325
C 5.92939 -4.36597 0.39528
H 0.35740 -3.25386 4.32300
H 0.52552 -4.31830 5.64938
H 0.67990 -2.68019 6.04599
H 3.19275 -2.87515 5.17323
H 2.85119 -4.43182 5.75237
H 6.24031 -4.34510 5.73204
H 4.98484 -5.30507 5.96610
H 7.19866 -6.09771 4.01110
H 6.79776 -6.83951 5.54351
H 5.74053 -6.99121 4.20135
H 5.35975 -6.23070 1.51785
H 4.41202 -5.94165 0.18936
H 5.46633 -3.44640 0.03741
H 6.68162 -4.07765 1.12953
H 6.47686 -4.77111 -0.45574
C -7.62085 -8.16489 0.41251
C -7.52528 -7.56422 -0.91803
O -8.11898 -6.25315 -0.92738
P -7.43866 -4.98837 -1.67262
O -7.60699 -5.16212 -3.16230
O -8.08931 -3.58470 -0.99806
C -8.79919 -2.63508 -1.79293
C -7.93018 -1.45709 -1.88789
O -5.90446 -5.07337 -1.01043
C -4.84167 -5.47918 -1.80700
C -4.33880 -4.23641 -2.50024
H -6.86179 -8.94499 0.47061
H -7.65835 -7.39092 1.17909
H -8.59495 -8.60076 0.63441
H -6.45973 -7.50931 -1.14091
H -7.95423 -8.24476 -1.65352
H -9.08871 -2.94541 -2.79691
H -9.77463 -2.39349 -1.37073
H -7.18736 -1.39508 -2.68317
H -8.46197 -0.51248 -2.00196
H -7.39937 -1.20596 -0.96958
H -4.16115 -5.86324 -1.04707
H -5.04958 -6.23902 -2.56034
H -3.97967 -3.38316 -1.92485
H -3.40597 -4.39167 -3.04229
H -5.10597 -4.04016 -3.24927
C -4.52925 -1.22063 0.52426
C -3.13972 -1.09883 1.06232
O -2.61761 0.08792 0.47456
P -1.15999 0.66191 0.72090
O -0.99887 1.62418 1.80128
O -0.09037 -0.53240 0.78942
C 1.21700 -0.44933 1.40650
C 1.06567 -0.55389 2.94264
O -0.85186 1.39244 -0.77169
C -0.38260 2.70840 -0.79932
C 1.04103 2.90924 -0.41509
H -4.84944 -2.21882 0.82295
H -5.20868 -0.67220 1.17673
H -4.65468 -1.06159 -0.54675
H -3.17708 -0.99617 2.14683
H -2.46192 -1.88669 0.73374
H 2.03353 -1.08660 1.06700
H 1.55652 0.54662 1.12203
H 0.02906 -0.45812 3.26570
H 1.31701 -1.57818 3.21787
H 1.59712 0.23584 3.47365
H -0.49637 2.92086 -1.86235
H -0.89822 3.49293 -0.24547
H 1.57170 2.31399 -1.15816
H 1.40294 3.93598 -0.46914
H 1.30929 2.59969 0.59503
C -9.75911 3.92671 -2.02335
C -9.49373 2.50027 -1.62159
O -9.38538 2.42721 -0.19125
P -10.47095 1.50746 0.66949
O -10.62202 0.15697 0.14247
O -9.80255 1.60536 2.12092
C -8.81890 0.70919 2.55079
C -7.40588 1.19715 2.16301
O -11.82449 2.38468 0.77330
C -12.51759 2.50190 1.97546
C -13.75422 3.31755 1.73480
H -9.07210 4.62314 -1.54263
H -9.54769 4.09269 -3.07968
H -10.71163 4.36368 -1.72357
H -10.13896 1.78207 -2.12752
H -8.55472 2.25975 -2.12011
H -9.01615 0.61569 3.61871
H -8.91366 -0.28809 2.12121
H -6.59522 0.80100 2.77458
H -7.04041 0.84727 1.19755
H -7.26573 2.27808 2.16914
H -12.93036 1.55888 2.33382
H -11.87844 2.99559 2.70748
H -13.82058 3.87246 0.79898
H -14.70903 2.79946 1.82440
H -13.82564 4.04042 2.54748
C -1.78450 -1.28424 -2.60755
C -0.56567 -0.63207 -3.53851
O 0.59918 -0.72138 -2.84643
P 1.85612 -1.17268 -3.68255
O 2.21790 -0.23513 -4.75349
O 1.48439 -2.70288 -4.11634
C 1.90147 -3.31268 -5.31051
C 0.75882 -3.34645 -6.32121
O 3.00651 -1.32227 -2.57475
C 4.26823 -1.89756 -3.00657
C 4.69502 -3.34477 -2.77629
H -2.71336 -0.75215 -2.81299
H -1.73549 -2.36464 -2.47177
H -1.57540 -0.92684 -1.59926
H -0.54655 -1.07869 -4.53262
H -0.80962 0.43020 -3.55138
H 2.78243 -2.87389 -5.77900
H 2.31727 -4.28878 -5.06062
H -0.15199 -3.84261 -5.98603
H 0.43043 -2.32488 -6.51267
H 0.98030 -3.89782 -7.23501
H 4.68361 -1.56502 -3.95787
H 4.85060 -1.41028 -2.22459
H 5.76556 -3.54807 -2.74957
H 4.46051 -3.81713 -1.82237
H 4.14510 -3.99252 -3.45900
C 6.30012 -1.31784 2.88798
C 5.81852 0.18361 2.78775
O 6.70029 0.83325 1.99363
P 6.25753 2.12520 1.16024
O 5.64200 3.32434 1.89804
O 7.70308 2.48414 0.53150
C 8.36715 1.72772 -0.58361
C 9.53988 0.92311 0.12038
O 5.57119 1.54829 -0.14631
C 4.78967 2.28303 -0.97246
C 4.59602 1.59298 -2.34661
H 7.23026 -1.41100 3.44857
H 5.59517 -1.86611 3.51292
H 6.49388 -1.84695 1.95492
H 4.90746 0.18795 2.18936
H 5.47894 0.56872 3.74925
H 7.61345 1.29269 -1.23995
H 8.79670 2.30134 -1.40492
H 10.04695 0.16636 -0.47820
H 10.25605 1.65258 0.49863
H 9.03525 0.44889 0.96216
H 3.83730 2.48978 -0.48427
H 5.17086 3.29377 -1.11807
H 4.22009 2.25813 -3.12400
H 5.45187 1.03830 -2.73125
H 3.92248 0.73691 -2.30671
C 3.88604 10.06373 -1.21614
C 5.17047 10.30876 -2.06862
O 5.89026 9.14158 -1.78671
P 5.81830 7.95797 -2.82977
O 5.61380 8.43544 -4.27072
O 7.13617 7.05836 -2.43134
C 7.71109 6.29437 -3.51383
C 7.60214 4.71968 -3.15339
O 4.61606 7.14127 -2.19877
C 4.53646 6.79183 -0.82308
C 3.10573 6.24377 -0.78169
H 3.99353 10.14869 -0.13478
H 3.11354 10.76520 -1.53124
H 3.44427 9.16879 -1.65433
H 4.94896 10.40430 -3.13159
H 5.62453 11.23317 -1.71171
H 7.23141 6.43771 -4.48206
H 8.71709 6.60065 -3.80065
H 8.03002 4.69852 -2.15111
H 6.59523 4.31954 -3.03461
H 8.30203 4.13731 -3.75265
H 5.35188 6.13926 -0.51109
H 4.47522 7.65804 -0.16426
H 2.30246 6.92966 -1.05078
H 2.93000 5.40289 -1.45262
H 3.06652 5.81632 0.22022
C 1.31100 2.90807 7.10677
N 0.51396 1.65110 6.79073
O -0.70029 1.68259 7.06328
O 1.10365 0.74596 6.13906
H 0.95019 3.86762 6.73640
H 2.35257 2.61606 6.97278
H 1.13221 3.07355 8.16920
```

Properties
calculated total energy: -174277.7673 eV
2S+1: 2
total charge: +1
highest occupied orbital energy (alpha / beta): -11.760 / -11.760 eV

Löwdin population analysis, charges in e, atoms 1 to 2:
1. C -0.03
2. C -0.25